[1]
The following is a DFT calculation (wB97M-V/def2-TZVPD) of a molecular structure, C39H39MnN4O2Si at a distorted geometry.

Positions of all 86 atoms, in Å:
Si1 -2.9644 1.2954 1.3622
H1 4.3189 -0.0865 -0.0775
H2 5.3953 -0.9749 -1.1666
H3 0.2112 -1.7634 2.3975
H4 -2.9701 3.8718 2.6390
H5 3.4294 0.9101 -3.6466
C1 -2.0568 3.6334 4.5576
H6 -3.0696 -1.6347 -1.7807
H7 3.7241 1.6100 -2.0335
H8 4.4102 -1.8207 -3.4750
C2 1.7319 -5.4097 -0.1313
N1 1.2604 -0.4254 1.1902
H9 -2.7794 -3.6787 1.0344
C3 -1.3893 2.7667 5.4164
C4 2.1944 -5.2672 1.1676
C5 1.1267 -4.3359 -0.7686
C6 2.2632 4.1994 1.5461
C7 3.4568 -0.5586 -2.0238
C8 -1.5552 0.9899 -3.3316
H10 -5.5060 0.4075 0.3866
Mn1 0.9878 0.3683 -0.7042
H11 2.7038 -1.4996 -3.8233
H12 -2.2694 4.6478 4.8666
H13 -0.9998 -0.3439 -1.7171
C9 1.2182 -1.6937 1.9660
C10 1.6537 4.3054 0.2981
C11 1.8430 0.4486 1.9482
H14 2.6487 5.0854 2.0333
C12 -3.6946 0.5004 -4.3297
C13 -3.5780 -0.3803 0.9797
C14 0.5646 2.9603 -1.6122
C15 -1.7700 -0.0571 -2.4358
H15 3.1515 -2.6412 -2.5350
H16 2.4041 -3.9778 2.8562
C16 -4.6921 -2.8748 0.4717
O1 2.3505 0.0511 3.0785
C17 -1.5577 0.9886 3.8106
C18 2.3864 2.9556 2.1617
C19 2.2295 -1.4015 3.0914
C20 -3.8950 -0.5345 -3.4295
C21 -2.5330 1.2579 -4.2830
C22 -2.8157 -1.5447 1.1595
C23 2.0539 -4.0579 1.8334
H17 1.8905 -1.7110 4.0748
C24 1.8757 1.8519 1.5055
H18 0.4813 -2.3053 -0.5932
C25 -3.3700 -2.7825 0.8968
H19 0.4043 1.3526 -4.0932
H20 1.5499 5.2556 -0.2087
H21 -6.4849 -1.8086 -0.0385
H22 1.8296 -6.3577 -0.6428
H23 -4.7926 -1.1359 -3.4811
H24 -1.7858 -1.4794 1.4950
C26 -5.4578 -1.7292 0.2907
C27 -2.4570 3.1913 3.3103
N2 2.1653 -0.3213 -1.4980
H25 3.2140 -1.8255 2.8940
H26 -1.0874 3.1116 6.3968
C28 -1.1219 1.4532 5.0351
H27 -5.1258 -3.8473 0.2794
H28 0.7539 -4.4422 -1.7795
C29 -0.4125 3.3112 -3.5716
C30 4.3680 -0.8891 -0.8162
C31 0.9862 -3.1272 -0.1034
H29 2.8701 2.8474 3.1235
C32 -4.9059 -0.4846 0.5326
H30 4.0693 -1.8336 -0.3607
H31 5.0022 0.7094 -2.8599
C33 1.4615 -2.9721 1.1961
H32 2.6690 -6.1017 1.6661
C34 -2.9289 -0.8160 -2.4752
C35 -0.2568 1.7849 -3.3375
C36 1.1824 3.1467 -0.2893
H33 -1.4067 -0.0524 3.5440
H34 -1.4453 3.6352 -3.6729
N3 1.2826 1.9546 0.3121
H35 -2.3843 2.0483 -5.0096
H36 -4.4417 0.7134 -5.0824
O2 0.1302 3.9268 -2.3630
C37 3.4224 -1.7095 -3.0312
H37 -3.0584 2.3185 0.3131
N4 0.4334 1.7477 -2.0376
H38 0.1614 3.6745 -4.4201
C38 -2.2286 1.8557 2.9294
C39 3.9282 0.7617 -2.6896
H39 -0.6014 0.7895 5.7128

Computed properties:
- orbital gap (spin up / spin down) (eV) = 6.3 / 6.3
- HOMO level (spin up / spin down) (Ha) = -0.597 / -0.597
- total charge = +3
- <S²> = 1.1306
- spin multiplicity = 2

Charges per atom according to Löwdin partitioning, unit e: number 1, Si, carries 1.1030; number 2, H, carries 0.0818; number 3, H, carries 0.1074; number 4, H, carries 0.1377; number 5, H, carries 0.1085; number 6, H, carries 0.0893; number 7, C, carries -0.0360; number 8, H, carries 0.0992; number 9, H, carries 0.0768; number 10, H, carries 0.1095; number 11, C, carries -0.0473; number 12, N, carries 0.1018; number 13, H, carries 0.1221; number 14, C, carries -0.0106; number 15, C, carries -0.0379; number 16, C, carries -0.0638; number 17, C, carries 0.0465; number 18, C, carries -0.6437; number 19, C, carries -0.1736; number 20, H, carries 0.1142; number 21, Mn, carries 0.7425; number 22, H, carries 0.0931; number 23, H, carries 0.1274; number 24, H, carries 0.0641; number 25, C, carries -0.2094; number 26, C, carries 0.0823; number 27, C, carries -0.3069; number 28, H, carries 0.1430; number 29, C, carries -0.0323; number 30, C, carries -0.3384; number 31, C, carries -0.2824; number 32, C, carries -0.0537; number 33, H, carries 0.0823; number 34, H, carries 0.1200; number 35, C, carries -0.0197; number 36, O, carries 0.0971; number 37, C, carries -0.0933; number 38, C, carries 0.0813; number 39, C, carries -0.0207; number 40, C, carries -0.0463; number 41, C, carries -0.0188; number 42, C, carries -0.1069; number 43, C, carries -0.0241; number 44, H, carries 0.1491; number 45, C, carries -0.1231; number 46, H, carries 0.0711; number 47, C, carries -0.0496; number 48, H, carries 0.1656; number 49, H, carries 0.1492; number 50, H, carries 0.1283; number 51, H, carries 0.1216; number 52, H, carries 0.1204; number 53, H, carries 0.0753; number 54, C, carries -0.0367; number 55, C, carries -0.0919; number 56, N, carries 0.0795; number 57, H, carries 0.1451; number 58, H, carries 0.1300; number 59, C, carries -0.0442; number 60, H, carries 0.1291; number 61, H, carries 0.1162; number 62, C, carries 0.0002; number 63, C, carries -0.0018; number 64, C, carries -0.0685; number 65, H, carries 0.1478; number 66, C, carries -0.0898; number 67, H, carries 0.0864; number 68, H, carries 0.1047; number 69, C, carries -0.1951; number 70, H, carries 0.1232; number 71, C, carries -0.0657; number 72, C, carries -0.1814; number 73, C, carries -0.1160; number 74, H, carries 0.0959; number 75, H, carries 0.1376; number 76, N, carries 0.0574; number 77, H, carries 0.1267; number 78, H, carries 0.1252; number 79, O, carries 0.1091; number 80, C, carries -0.0037; number 81, H, carries 0.0102; number 82, N, carries 0.0684; number 83, H, carries 0.1497; number 84, C, carries -0.3373; number 85, C, carries -0.0053; number 86, H, carries 0.1224

---

[2]
The following is a DFT calculation (wB97M-V/def2-TZVPD) of a molecular structure, C39H39N7O3PSn.

Positions of all 90 atoms, in Å:
C1 -2.3943 -2.9891 -2.8223
C2 1.3568 -1.5634 4.7302
H1 1.8505 -2.6575 -1.0216
H2 3.2058 -0.7166 5.3885
C3 2.9924 -0.6579 3.2340
H3 -5.3997 -2.0379 1.5380
C4 -3.7563 1.9713 -2.8718
H4 3.3220 1.6653 -1.8653
O1 -3.3397 1.4577 0.4698
H5 5.5171 0.6904 1.3958
H6 1.9107 1.7109 -4.1353
H7 -4.3728 -1.5940 0.1626
H8 -3.3274 -5.7339 0.0636
H9 -3.6752 -2.4739 1.5458
H10 1.0125 -1.7868 5.7321
N1 2.4986 -0.6609 0.8662
C5 1.9660 2.7821 1.8604
C6 -2.7962 -3.9489 -1.9345
H11 3.8845 0.1302 -0.4053
N2 1.8518 2.4123 0.5869
C7 2.1610 -0.9828 2.1432
H12 2.9597 3.9623 3.3515
O2 -4.1529 -0.4772 1.9216
H13 2.8870 3.2733 -2.4154
H14 -1.2912 0.2806 4.0093
H15 -2.2150 -5.7161 2.2672
H16 1.2722 2.3179 2.5548
C8 -2.8024 1.0360 -2.5207
P1 -2.8029 0.3370 1.4897
H17 0.5914 3.7606 -2.9018
C9 -1.1332 2.5934 -2.4525
C10 2.2108 -2.1058 -1.8829
H18 -1.6693 4.6195 -2.9170
H19 -2.4072 1.4019 4.8229
H20 0.3015 3.4845 -1.1879
H21 4.4971 4.9961 1.6678
C11 3.6344 3.8957 0.0403
H22 3.3576 0.0117 -4.8113
H23 0.3674 0.9683 -3.7037
H24 4.8930 0.2196 3.7577
C12 -0.7114 -2.9356 1.0152
C13 -3.3526 3.2890 -3.0217
H25 -3.5080 -4.7111 -2.2281
C14 2.6732 2.9534 -0.3078
C15 0.2977 2.9941 -2.1651
C16 4.5724 0.2286 1.6469
C17 -1.4738 -2.0234 -2.3913
O3 -2.6859 1.2667 2.8156
C18 2.0596 -0.1637 -3.1199
N3 -0.9877 -2.0051 -1.1710
H26 -2.7675 -2.9619 -3.8363
H27 -4.0602 4.0585 -3.3014
C19 -4.4215 2.3398 0.8058
C20 0.9095 -1.6726 2.3380
H28 -4.0646 3.1328 1.4602
Sn1 0.2083 -0.1801 -0.1968
N4 1.6578 -0.9052 -2.0801
C21 -1.0500 -3.9567 1.8884
C22 2.5687 -0.9641 4.5496
C23 1.3773 1.1634 -3.3428
C24 3.6182 -1.8589 -3.7797
N5 1.2802 1.9243 -2.1093
H29 4.2739 4.3289 -0.7184
C25 -2.3213 0.6444 4.0485
H30 -5.2258 1.7940 1.2976
C26 3.6561 -0.0936 0.6323
C27 0.5284 -1.9152 3.6428
H31 -3.0867 -0.0015 -2.3863
C28 -1.3488 -2.9647 -0.2779
C29 -2.6095 -4.9675 0.3230
N6 -1.5138 1.3236 -2.3218
C30 -2.2702 -3.9737 -0.6250
H32 3.6064 -3.6017 -2.5057
H33 -4.7841 1.6716 -3.0220
C31 -4.4027 -1.7157 1.2488
H34 4.3900 -2.2229 -4.4450
C32 3.0464 -0.6143 -3.9859
H35 -0.5630 -4.0381 2.8467
H36 -0.4310 -2.3622 3.8546
H37 -1.1329 -1.2374 -3.0561
C33 -2.0241 3.6025 -2.8087
N7 0.2134 -1.9435 1.1790
C34 -1.9904 -4.9469 1.5391
C35 4.2270 -0.0360 2.9422
C36 2.5809 2.4606 -1.7360
C37 2.9052 3.6981 2.3046
H38 -4.7800 2.7636 -0.1294
C38 3.7552 4.2672 1.3690
H39 -2.9946 -0.1823 4.2791
C39 3.1903 -2.6252 -2.7078

Computed properties:
- orbital gap (eV) = 6.8
- HOMO level (Ha) = -0.336
- total charge = +1
- spin multiplicity = 1

Charges per atom according to Löwdin partitioning, unit e: number 1, C, carries -0.0342; number 2, C, carries -0.0685; number 3, H, carries 0.1072; number 4, H, carries 0.1137; number 5, C, carries -0.1548; number 6, H, carries 0.0908; number 7, C, carries -0.0600; number 8, H, carries 0.1172; number 9, O, carries -0.3719; number 10, H, carries 0.1117; number 11, H, carries 0.1337; number 12, H, carries 0.0780; number 13, H, carries 0.1135; number 14, H, carries 0.0653; number 15, H, carries 0.1108; number 16, N, carries 0.0200; number 17, C, carries -0.1277; number 18, C, carries 0.0107; number 19, H, carries 0.1045; number 20, N, carries 0.0721; number 21, C, carries -0.1781; number 22, H, carries 0.1085; number 23, O, carries -0.3374; number 24, H, carries 0.1339; number 25, H, carries 0.0646; number 26, H, carries 0.1117; number 27, H, carries 0.1136; number 28, C, carries -0.1436; number 29, P, carries 0.7762; number 30, H, carries 0.1358; number 31, C, carries -0.2610; number 32, C, carries -0.1302; number 33, H, carries 0.1197; number 34, H, carries 0.0893; number 35, H, carries 0.1318; number 36, H, carries 0.1126; number 37, C, carries -0.0150; number 38, H, carries 0.1197; number 39, H, carries 0.1186; number 40, H, carries 0.1241; number 41, C, carries -0.2458; number 42, C, carries -0.0506; number 43, H, carries 0.1255; number 44, C, carries -0.2835; number 45, C, carries -0.1333; number 46, C, carries -0.0358; number 47, C, carries -0.1498; number 48, O, carries -0.3390; number 49, C, carries -0.2584; number 50, N, carries -0.0113; number 51, H, carries 0.1124; number 52, H, carries 0.1148; number 53, C, carries -0.0934; number 54, C, carries -0.2492; number 55, H, carries 0.0858; number 56, Sn, carries 1.3027; number 57, N, carries 0.0142; number 58, C, carries -0.0156; number 59, C, carries -0.0408; number 60, C, carries -0.1369; number 61, C, carries -0.0348; number 62, N, carries -0.2028; number 63, H, carries 0.1169; number 64, C, carries -0.1149; number 65, H, carries 0.0846; number 66, C, carries -0.1363; number 67, C, carries -0.0344; number 68, H, carries 0.0952; number 69, C, carries -0.1754; number 70, C, carries -0.0527; number 71, N, carries 0.0692; number 72, C, carries -0.1655; number 73, H, carries 0.1147; number 74, H, carries 0.1119; number 75, C, carries -0.1181; number 76, H, carries 0.1176; number 77, C, carries -0.0049; number 78, H, carries 0.0936; number 79, H, carries 0.0995; number 80, H, carries 0.1010; number 81, C, carries -0.0133; number 82, N, carries -0.1062; number 83, C, carries -0.0724; number 84, C, carries 0.0035; number 85, C, carries -0.1365; number 86, C, carries -0.0519; number 87, H, carries 0.0760; number 88, C, carries -0.0521; number 89, H, carries 0.0825; number 90, C, carries -0.0329